Computed, not measured: a molecular structure, C33H36CuN6OS2Si, with ωB97M-V/def2-TZVPD.

Each line ends with the Mulliken spin population.
Cartesian coordinates (Å):
Cu: -0.37413 -0.14662 -0.60565  0.625
S: 0.22267 0.99525 -2.47100  0.235
C: 1.46901 -0.15395 -2.92109  -0.022
N: 2.28052 0.11986 -3.88219  0.012
N: 3.19457 -0.72958 -4.35287  0.014
C: 3.24509 -2.13938 -4.38516  -0.001
C: 2.10405 -2.93119 -4.49503  0.000
C: 2.22906 -4.30292 -4.59582  -0.001
C: 3.48246 -4.90557 -4.60650  0.001
C: 4.61573 -4.11435 -4.52524  -0.001
C: 4.50026 -2.73554 -4.41149  0.001
N: 1.67172 -1.34178 -2.19873  -0.015
N: 0.95586 -1.49879 -1.19308  0.053
C: 1.24346 -2.64984 -0.39705  0.002
C: 2.48469 -3.27347 -0.43650  0.003
C: 2.70716 -4.36123 0.38809  0.001
C: 1.70732 -4.81405 1.24229  -0.001
C: 0.47623 -4.17589 1.27791  0.001
C: 0.24126 -3.08285 0.45875  0.012
H: 3.86440 -0.25593 -4.93349  -0.001
H: 1.12423 -2.47508 -4.49750  0.000
H: 1.33665 -4.91016 -4.67200  0.000
H: 3.56904 -5.98059 -4.68090  0.000
H: 5.59901 -4.56566 -4.53791  0.000
H: 5.38556 -2.11812 -4.32762  0.000
H: 3.25231 -2.90633 -1.10269  0.000
H: 3.66941 -4.85487 0.37137  0.000
H: 1.89349 -5.66177 1.88782  0.000
H: -0.30092 -4.52137 1.94566  0.000
H: -0.71552 -2.57361 0.47634  -0.002
C: -2.47391 -0.92766 -4.29810  0.003
N: -2.92939 0.12228 -3.41316  0.000
C: -3.25902 1.41287 -3.77479  0.000
C: -3.52345 2.09498 -2.64053  0.002
N: -3.35627 1.20649 -1.60297  0.003
C: -2.98369 -0.00293 -2.07379  -0.004
S: -2.60280 -1.36165 -1.14244  0.007
H: -2.52686 -0.56268 -5.32032  0.000
H: -3.09894 -1.81043 -4.18011  0.000
H: -1.44338 -1.17899 -4.04660  -0.002
H: -3.25579 1.73174 -4.79991  0.000
H: -3.80327 3.11913 -2.48422  0.000
H: -3.40986 1.39999 -0.61404  0.001
C: -0.88907 -0.76514 3.54967  0.000
C: 0.07142 0.43161 3.45464  0.004
C: 1.42443 -0.08240 2.95250  -0.003
C: 0.21967 1.03588 4.84964  0.001
Si: -0.68533 1.62956 2.19554  0.000
O: -0.91631 0.87266 0.79964  0.063
C: -2.38679 2.16887 2.79760  -0.004
C: -2.56920 3.13222 3.78978  0.000
C: -3.83776 3.49180 4.22121  0.000
C: -4.95612 2.89004 3.66183  0.000
C: -4.79846 1.92927 2.67362  0.000
C: -3.52522 1.57526 2.24962  0.001
C: 0.32926 3.19885 1.94220  0.000
C: 1.54229 3.51161 2.55174  0.000
C: 2.21611 4.69185 2.26571  0.000
C: 1.68613 5.58961 1.35413  0.000
C: 0.47971 5.30131 0.73081  -0.001
C: -0.18443 4.12239 1.02621  0.002
H: -0.47708 -1.52211 4.22528  0.000
H: -1.04544 -1.23086 2.57530  0.005
H: -1.86646 -0.46811 3.93528  0.000
H: 1.73502 -0.95459 3.53736  0.000
H: 2.21320 0.66788 3.03422  0.000
H: 1.37514 -0.39453 1.90812  0.002
H: 0.68022 0.30775 5.52566  0.000
H: -0.75230 1.30360 5.26903  0.000
H: 0.84154 1.93141 4.85944  0.000
H: -1.70551 3.62640 4.22229  0.000
H: -3.95580 4.24536 4.98992  0.000
H: -5.94703 3.16917 3.99675  0.000
H: -5.66906 1.45220 2.23964  0.000
H: -3.39750 0.80965 1.49046  0.004
H: 1.98249 2.82796 3.26730  0.000
H: 3.15709 4.90832 2.75615  0.000
H: 2.20966 6.50982 1.12864  0.000
H: 0.05924 5.99626 0.01475  0.000
H: -1.12577 3.91142 0.53055  -0.001

- spin multiplicity = 2
- electronic energy (eV) = -119982.3111
- frontier orbital gap (alpha / beta) (eV) = 6.35 / 6.20